No. 1
C18H19F3N6O8PtS2 | ωB97M-V with the def2-TZVPD basis set

Values from the calculation:
Relative energy (zero: lowest compared OMol25 entry of this formula, charge and spin) ... 116.2 kJ/mol
Expectation value of S² ... 2.008
Multiplicity ... 3
Strongest force on any atom ... 1.2 eV/Å
Calculated total energy ... -2843.27667 Ha
Net charge ... -2
HOMO-LUMO gap (alpha / beta) ... 6.1 / 6.6 eV

Last column: Mulliken spin population.
Geometry (Å):
Pt  1.340  -1.253  -0.254  1.323
O  1.208  1.047  -4.055  0.006
C  1.085  0.713  -2.857  -0.012
O  1.154  -0.502  -2.467  0.082
C  0.901  1.830  -1.854  0.057
C  0.044  2.871  -2.201  -0.011
C  -0.095  3.993  -1.400  0.026
C  0.633  4.072  -0.217  -0.010
C  1.489  3.045  0.138  -0.006
C  1.654  1.912  -0.672  -0.026
S  2.872  0.719  -0.218  0.281
H  -0.506  2.789  -3.132  0.001
H  -0.759  4.798  -1.695  0.003
H  0.516  4.930  0.438  -0.001
H  2.039  3.083  1.071  0.001
C  -3.773  -0.064  -1.363  0.001
C  -3.782  0.746  -0.064  -0.002
C  -2.957  0.223  1.149  0.000
C  -3.286  1.107  2.350  0.001
C  -2.543  0.704  3.626  0.000
C  -3.333  -1.214  1.429  -0.002
O  -4.232  -1.544  2.187  0.000
N  -2.654  -2.122  0.676  0.001
C  -1.404  -1.875  0.078  0.015
O  -0.887  -2.797  -0.541  0.029
N  -0.811  -0.655  0.192  0.085
C  -1.464  0.392  0.771  0.009
O  -0.961  1.486  0.946  0.004
H  -4.331  0.478  -2.130  0.000
H  -4.240  -1.040  -1.233  0.000
H  -2.757  -0.219  -1.731  0.000
H  -4.816  0.852  0.278  0.000
H  -3.389  1.743  -0.275  0.001
H  -4.365  1.072  2.519  0.000
H  -3.004  2.123  2.081  0.000
H  -2.841  -0.292  3.955  0.000
H  -2.756  1.412  4.431  0.000
H  -1.466  0.697  3.451  0.000
H  -2.828  -3.097  0.865  0.001
N  3.444  -0.514  -3.722  0.003
C  4.646  -0.743  -3.200  0.007
N  5.729  -0.107  -3.761  0.001
N  4.907  -1.606  -2.242  -0.001
C  3.891  -2.097  -1.574  0.062
N  3.008  -2.520  -0.948  0.006
H  3.270  0.355  -4.206  0.000
H  2.629  -0.750  -3.134  0.003
H  5.533  0.827  -4.083  0.000
H  6.530  -0.159  -3.151  0.000
F  1.082  -4.524  4.283  0.000
C  1.781  -3.422  3.933  0.004
F  1.704  -2.567  4.971  0.000
F  3.068  -3.796  3.824  0.000
S  1.098  -2.721  2.363  0.011
O  1.933  -1.540  2.141  0.050
O  -0.265  -2.448  2.757  -0.003
O  1.318  -3.833  1.476  0.002

No. 2
CH3F2OP | ωB97M-V with the def2-TZVPD basis set

Values from the calculation:
Relative energy (zero: lowest compared OMol25 entry of this formula, charge and spin) ... 519.2 kJ/mol
Strongest force on any atom ... 2.2 eV/Å
Calculated total energy ... -656.10493 Ha
HOMO-LUMO gap (alpha / beta) ... 8.1 / 8.7 eV

Last column: natural (NBO) charge in e.
Geometry (Å):
C  -0.336  -1.291  -1.086  0.542
O  0.257  2.143  1.474  -0.962
F  -1.113  -2.195  -0.409  -0.345
F  -1.081  -0.397  -1.772  -0.332
P  0.927  0.665  1.272  0.596
H  0.494  -1.758  -1.589  0.125
H  -0.442  2.066  2.120  0.495
H  1.295  0.768  -0.011  -0.118

No. 3
CH35O17 | ωB97M-V with the def2-TZVPD basis set

Values from the calculation:
Relative energy (zero: lowest compared OMol25 entry of this formula, charge and spin) ... 47.3 kJ/mol
Strongest force on any atom ... 3.5 eV/Å
Calculated total energy ... -1338.22364 Ha
Net charge ... -1
HOMO-LUMO gap ... 8.8 eV

Last column: natural (NBO) charge in e.
Geometry (Å):
C  -0.069  0.079  0.257  -0.292
O  0.713  -0.584  -0.671  -1.045
H  -0.646  -0.718  0.710  0.144
H  -0.814  0.628  -0.267  0.130
H  0.369  0.687  1.066  0.193
O  -1.833  -2.503  2.146  -0.950
H  -1.334  -2.504  1.338  0.488
H  -2.702  -2.597  1.737  0.470
O  2.239  -2.680  -1.435  -0.976
H  1.667  -1.946  -1.213  0.498
H  1.730  -3.175  -2.048  0.462
O  -0.349  3.005  2.015  -0.966
H  -1.013  2.376  1.904  0.482
H  0.325  2.927  1.339  0.480
O  3.019  0.723  -0.857  -1.005
H  3.245  0.674  -1.796  0.471
H  2.228  0.135  -0.768  0.497
O  1.152  -0.673  -4.199  -0.971
H  1.308  -0.243  -5.045  0.457
H  1.157  0.030  -3.540  0.491
O  -0.983  -0.268  3.479  -0.990
H  -0.116  -0.153  3.140  0.477
H  -1.394  -0.912  2.871  0.480
O  2.214  -2.014  1.191  -0.997
H  2.553  -2.769  0.682  0.510
H  1.872  -1.360  0.582  0.492
O  1.808  -0.484  3.229  -1.004
H  2.066  -1.162  2.598  0.513
H  1.884  -0.781  4.155  0.486
O  -1.613  2.977  -0.907  -0.946
H  -1.908  3.230  -1.780  0.465
H  -0.794  3.393  -0.828  0.487
O  -0.801  -2.992  -0.370  -0.965
H  -1.408  -3.239  -1.052  0.462
H  -0.420  -2.132  -0.562  0.500
O  1.544  2.960  -0.365  -0.957
H  1.598  2.044  -0.380  0.480
H  1.776  3.232  -1.263  0.474
O  -2.836  1.458  1.259  -0.946
H  -2.353  1.545  0.442  0.474
H  -3.001  0.549  1.226  0.467
O  -4.100  -0.848  0.032  -0.983
H  -3.408  -0.776  -0.619  0.473
H  -4.460  0.026  -0.022  0.469
O  0.119  1.362  -2.729  -0.980
H  -0.482  0.927  -3.352  0.479
H  0.147  0.836  -1.925  0.506
O  -2.248  -0.532  -1.731  -0.943
H  -2.361  -1.398  -2.059  0.470
H  -1.475  -0.545  -1.134  0.506
O  2.947  1.641  2.005  -0.969
H  2.384  1.023  2.429  0.485
H  2.856  1.520  1.083  0.466

No. 4
C2H5NS | ωB97M-V with the def2-TZVPD basis set

Values from the calculation:
Relative energy (zero: lowest compared OMol25 entry of this formula, charge and spin) ... 181.2 kJ/mol
Strongest force on any atom ... 7.8 eV/Å
SMILES string ... C=NSC
Calculated total energy ... -532.07355 Ha
HOMO-LUMO gap ... 9.1 eV

Last column: natural (NBO) charge in e.
Geometry (Å):
C  -2.108  -0.397  -0.197  -0.089
N  -0.740  -0.420  0.009  -0.596
S  0.158  0.757  0.799  0.403
C  1.768  0.262  0.026  -0.720
H  -2.607  -1.237  -0.597  0.179
H  -2.693  0.369  0.092  0.149
H  1.930  0.637  -0.942  0.216
H  1.775  -0.818  0.188  0.240
H  2.517  0.846  0.623  0.218

No. 5
C4H3NaO2Tl | ωB97M-V with the def2-TZVPD basis set

Values from the calculation:
Expectation value of S² ... 0.759
Multiplicity ... 2
Strongest force on any atom ... 4.0 eV/Å
Calculated total energy ... -638.68333 Ha
Net charge ... +2
HOMO-LUMO gap (alpha / beta) ... 9.0 / 6.8 eV

Last column: Mulliken spin population.
Geometry (Å):
O  0.003  0.032  -1.067  0.356
C  -0.181  1.514  -2.789  0.374
C  0.055  1.133  -1.611  0.277
Na  -2.115  -0.673  0.107  -0.001
Tl  2.138  -0.634  -0.198  -0.005
H  -0.334  1.996  -3.743  -0.002
C  1.299  -1.053  2.079  0.008
C  0.303  -0.366  2.021  -0.006
O  -0.807  0.280  1.853  0.000
H  2.132  -1.703  2.308  0.000
H  -0.790  1.177  2.225  0.000

No. 6
C24H52BN4O10 | ωB97M-V with the def2-TZVPD basis set

Values from the calculation:
Strongest force on any atom ... 3.6 eV/Å
Calculated total energy ... -1941.56788 Ha
Net charge ... +1
HOMO-LUMO gap ... 7.9 eV

Last column: Löwdin charge in e.
Geometry (Å):
C  4.493  -2.762  -1.299  -0.059
C  4.111  -1.410  -1.862  -0.186
O  3.825  -1.414  -3.283  -0.053
N  2.490  -1.602  -3.529  -0.031
C  1.504  -0.533  -3.377  -0.049
C  2.231  0.801  -3.272  -0.342
C  1.966  1.527  -1.961  0.043
O  1.409  1.874  -3.348  -0.056
C  2.063  -2.796  -3.922  -0.203
N  0.744  -3.020  -4.150  0.248
C  0.673  -4.284  -4.511  -0.219
C  -0.671  -4.851  -4.847  -0.031
C  -1.727  -4.416  -3.806  -0.160
O  -2.720  -3.604  -4.398  -0.008
C  -2.746  -2.308  -3.912  -0.446
O  -2.986  -2.047  -2.749  0.133
C  -2.442  -1.231  -4.927  -0.149
C  -3.346  -0.008  -4.758  -0.071
N  1.871  -4.884  -4.552  0.204
B  2.148  -6.304  -4.916  -0.651
O  1.571  -6.939  -5.945  0.259
O  3.015  -6.976  -4.102  0.207
N  2.761  -3.907  -4.177  -0.012
O  4.092  -4.131  -4.126  0.131
H  4.872  -2.597  -0.294  0.092
H  3.679  -3.485  -1.279  0.077
H  5.344  -3.142  -1.860  0.081
H  4.968  -0.752  -1.746  0.135
H  3.281  -0.933  -1.344  0.122
H  0.910  -0.633  -2.475  0.137
H  0.921  -0.393  -4.281  0.132
H  3.221  0.875  -3.679  0.145
H  2.353  2.520  -1.804  0.119
H  1.000  1.246  -1.567  0.091
H  -0.640  -5.926  -4.991  0.120
H  -0.959  -4.388  -5.792  0.148
H  -1.272  -3.877  -2.979  0.120
H  -2.145  -5.321  -3.369  0.135
H  -2.538  -1.593  -5.948  0.117
H  -1.394  -0.972  -4.778  0.100
H  -3.217  0.465  -3.792  0.067
H  -4.377  -0.328  -4.886  0.087
H  -3.122  0.688  -5.561  0.078
H  1.027  -6.374  -6.504  0.124
H  3.775  -7.293  -4.604  0.133
H  4.241  -4.660  -3.324  0.130
C  -3.097  2.599  -0.656  -0.073
C  -1.941  1.687  -0.284  -0.287
O  -0.881  2.348  0.383  -0.175
C  -1.209  2.952  1.627  -0.269
C  -1.697  1.968  2.674  -0.064
H  -2.736  3.467  -1.212  0.085
H  -3.821  2.063  -1.270  0.073
H  -3.619  2.969  0.227  0.070
H  -1.506  1.276  -1.199  0.101
H  -2.294  0.834  0.306  0.110
H  -1.934  3.759  1.480  0.111
H  -0.292  3.421  1.983  0.115
H  -2.661  1.534  2.403  0.071
H  -1.817  2.467  3.635  0.080
H  -0.988  1.146  2.790  0.067
C  0.394  -1.516  4.350  -0.082
C  0.041  -0.713  5.592  -0.283
O  -1.350  -0.568  5.796  -0.164
C  -2.082  -1.765  5.984  -0.282
C  -1.652  -2.561  7.204  -0.079
H  -0.113  -1.107  3.474  0.067
H  1.471  -1.493  4.178  0.074
H  0.094  -2.561  4.444  0.066
H  0.437  0.297  5.484  0.117
H  0.517  -1.143  6.481  0.109
H  -2.043  -2.385  5.080  0.106
H  -3.121  -1.458  6.107  0.119
H  -0.644  -2.964  7.091  0.065
H  -2.328  -3.402  7.363  0.077
H  -1.658  -1.931  8.094  0.083
C  1.369  7.641  3.761  -0.079
C  0.078  6.973  3.318  -0.283
O  -0.207  5.768  4.004  -0.176
C  -0.381  5.875  5.406  -0.281
C  -1.542  6.767  5.812  -0.078
H  2.199  6.935  3.718  0.081
H  1.595  8.492  3.118  0.077
H  1.304  8.007  4.787  0.067
H  0.161  6.701  2.265  0.115
H  -0.765  7.668  3.397  0.109
H  0.548  6.203  5.884  0.108
H  -0.572  4.861  5.758  0.115
H  -1.358  7.812  5.557  0.067
H  -1.700  6.713  6.889  0.078
H  -2.458  6.459  5.305  0.082

No. 7
C18H27GdN2O5P2S | ωB97M-V with the def2-TZVPD basis set

Values from the calculation:
Relative energy (zero: lowest compared OMol25 entry of this formula, charge and spin) ... 83.1 kJ/mol
Expectation value of S² ... 15.973
Multiplicity ... 8
Strongest force on any atom ... 2.0 eV/Å
Calculated total energy ... -3033.85435 Ha
Net charge ... +2
HOMO-LUMO gap (alpha / beta) ... 6.5 / 8.6 eV

Last column: Mulliken spin population.
Geometry (Å):
Gd  -0.214  0.156  -0.008  7.425
P  -2.037  0.444  1.962  -0.122
C  -2.329  2.261  1.934  -0.012
C  -1.059  3.093  1.688  0.006
N  -0.015  2.539  1.015  -0.034
C  1.086  3.300  0.780  -0.005
C  1.164  4.616  1.226  0.005
C  0.105  5.199  1.913  -0.001
C  -1.019  4.411  2.137  0.004
C  2.284  2.700  0.026  -0.009
P  1.882  1.343  -1.138  -0.131
H  -1.889  4.792  2.656  0.000
H  2.074  5.162  1.016  -0.001
H  0.153  6.228  2.262  0.000
H  2.817  3.475  -0.549  -0.002
H  2.989  2.268  0.759  -0.001
H  -3.049  2.446  1.108  -0.002
H  -2.805  2.546  2.888  -0.002
H  -2.981  1.740  -3.509  0.000
O  -3.722  2.287  -3.172  0.000
H  -3.775  3.031  -3.800  0.000
H  0.207  -0.323  -4.716  0.000
O  -0.332  0.009  -5.461  0.000
H  -0.045  -0.535  -6.220  0.000
C  1.492  2.130  -2.706  0.004
H  2.340  2.701  -3.082  -0.003
H  1.191  1.381  -3.444  0.000
H  0.629  2.788  -2.572  0.001
C  3.367  0.361  -1.361  0.001
H  3.130  -0.470  -2.029  0.000
H  4.209  0.920  -1.764  -0.003
H  3.630  -0.104  -0.409  0.002
C  -1.552  0.063  3.656  -0.001
H  -2.302  0.338  4.399  -0.004
H  -1.353  -1.011  3.721  0.001
H  -0.610  0.567  3.886  0.002
C  -3.646  -0.316  1.678  0.003
H  -3.524  -1.399  1.646  0.001
H  -4.402  -0.048  2.416  -0.004
H  -3.999  -0.026  0.686  0.001
O  2.183  -1.578  0.813  -0.011
C  1.359  -2.420  0.378  0.021
N  0.130  -1.975  -0.028  -0.109
S  -1.060  -3.089  -0.444  -0.012
O  -2.056  -3.051  0.608  -0.001
O  -1.420  -2.755  -1.803  0.001
C  0.136  -4.356  -0.225  -0.003
C  -0.140  -5.708  -0.344  0.000
C  0.908  -6.595  -0.057  0.000
C  2.171  -6.112  0.344  0.000
C  2.414  -4.742  0.482  -0.002
C  1.369  -3.868  0.201  -0.002
H  -1.141  -6.019  -0.649  0.000
H  0.731  -7.667  -0.148  0.000
H  2.967  -6.824  0.555  0.000
H  3.360  -4.301  0.796  0.000

No. 8
C22H19F4 | ωB97M-V with the def2-TZVPD basis set

Values from the calculation:
Relative energy (zero: lowest compared OMol25 entry of this formula, charge and spin) ... 0.0 kJ/mol
Strongest force on any atom ... 1.7 eV/Å
Calculated total energy ... -1248.84950 Ha
Net charge ... +1
HOMO-LUMO gap ... 4.9 eV

Last column: natural (NBO) charge in e.
Geometry (Å):
F  -3.231  4.171  -1.379  -0.305
C  -3.180  2.799  -1.282  0.416
C  -4.381  2.090  -1.343  -0.256
C  -4.282  0.700  -1.273  0.412
F  -5.445  -0.036  -1.325  -0.304
C  -3.076  0.028  -1.134  -0.217
C  -1.863  0.772  -1.036  -0.121
C  -0.606  0.114  -0.841  0.098
C  0.618  0.728  -1.115  -0.313
C  1.852  0.086  -1.078  0.079
C  3.115  0.750  -1.204  -0.115
C  4.328  0.006  -1.270  -0.209
C  5.539  0.674  -1.351  0.413
F  6.702  -0.062  -1.398  -0.304
C  5.646  2.068  -1.381  -0.250
C  4.448  2.779  -1.343  0.405
F  4.507  4.154  -1.391  -0.306
C  3.200  2.173  -1.254  -0.208
C  -1.943  2.192  -1.123  -0.222
H  -5.336  2.592  -1.448  0.276
H  -3.041  -1.063  -1.118  0.249
H  -0.621  -0.962  -0.657  0.239
H  0.604  1.778  -1.421  0.218
H  1.871  -1.002  -0.974  0.233
H  4.289  -1.083  -1.258  0.249
H  6.608  2.569  -1.434  0.276
H  2.300  2.785  -1.212  0.236
H  -1.041  2.800  -1.052  0.239
C  -2.175  -2.583  2.591  -0.396
C  -1.465  -3.386  1.496  -0.463
C  0.016  -3.280  1.515  -0.113
C  0.750  -2.212  1.917  -0.284
C  0.285  -0.885  2.201  -0.233
C  -0.972  -0.384  2.075  -0.159
C  -2.266  -1.111  2.170  -0.456
H  -3.192  -2.973  2.722  0.224
H  -1.664  -2.677  3.555  0.222
H  -1.732  -4.451  1.603  0.239
H  -1.860  -3.073  0.513  0.206
H  0.551  -4.165  1.150  0.215
H  1.837  -2.337  1.982  0.220
H  1.079  -0.171  2.458  0.218
H  -1.077  0.708  2.083  0.207
H  -2.768  -1.042  1.190  0.202
H  -2.929  -0.578  2.875  0.241

Question: What is the strongest force on any atom in the eighth record?
Answer: 1.7 eV/Å

Repeat the fifth record exactly.
C4H3NaO2Tl | ωB97M-V with the def2-TZVPD basis set

Values from the calculation:
Expectation value of S² ... 0.759
Multiplicity ... 2
Strongest force on any atom ... 4.0 eV/Å
Calculated total energy ... -638.68333 Ha
Net charge ... +2
HOMO-LUMO gap (alpha / beta) ... 9.0 / 6.8 eV

Last column: Mulliken spin population.
Geometry (Å):
O  0.003  0.032  -1.067  0.356
C  -0.181  1.514  -2.789  0.374
C  0.055  1.133  -1.611  0.277
Na  -2.115  -0.673  0.107  -0.001
Tl  2.138  -0.634  -0.198  -0.005
H  -0.334  1.996  -3.743  -0.002
C  1.299  -1.053  2.079  0.008
C  0.303  -0.366  2.021  -0.006
O  -0.807  0.280  1.853  0.000
H  2.132  -1.703  2.308  0.000
H  -0.790  1.177  2.225  0.000